Density functional theory data (ωB97M-V/def2-TZVPD) for a 11-piece molecular cluster, C28H77N3O11 overall.

Last columns: bonded neighbours and bond lengths (Å).
Atoms and positions in Å:
1 C 1.23715 1.75174 -4.82176  C2 1.519, H12 1.090, H13 1.090, H14 1.090
2 C -0.25363 2.03883 -4.77869  C1 1.519, C3 1.573, N7 1.461, C11 1.621
3 C -0.70402 1.23614 -6.05477  C2 1.573, C4 1.559, H15 1.090, H16 1.090
4 C -2.22071 0.87554 -6.07276  C3 1.559, C5 1.535, H17 1.090, H18 1.090
5 C -2.79639 0.35696 -4.74789  C4 1.535, C6 1.601, H19 1.090, H20 1.090
6 C -2.27042 1.15221 -3.46167  C5 1.601, N7 1.487, C9 1.564, C10 1.543
7 N -0.81565 1.43830 -3.57109  C2 1.461, C6 1.487, O8 1.404
8 O -0.34806 2.08630 -2.41639  N7 1.404, H30 0.960
9 C -3.23498 2.36378 -3.24508  C6 1.564, H21 1.090, H22 1.090, H23 1.090
10 C -2.46761 0.19793 -2.26528  C6 1.543, H24 1.090, H25 1.090, H26 1.090
11 C -0.67497 3.58844 -5.00138  C2 1.621, H27 1.090, H28 1.090, H29 1.090
12 H 1.55449 0.73785 -4.57796  C1 1.090
13 H 1.90829 2.26604 -4.13388  C1 1.090
14 H 1.60646 1.95214 -5.82752  C1 1.090
15 H -0.67809 1.92632 -6.89803  C3 1.090
16 H -0.09613 0.38369 -6.35789  C3 1.090
17 H -2.51715 0.15862 -6.83844  C4 1.090
18 H -2.75613 1.81082 -6.23605  C4 1.090
19 H -2.66241 -0.72441 -4.77610  C5 1.090
20 H -3.87376 0.51316 -4.80238  C5 1.090
21 H -3.13240 3.01912 -4.11001  C9 1.090
22 H -4.30532 2.21078 -3.10696  C9 1.090
23 H -2.94120 2.85743 -2.31875  C9 1.090
24 H -2.06569 0.46038 -1.28666  C10 1.090
25 H -3.53559 -0.01822 -2.23679  C10 1.090
26 H -1.98450 -0.75318 -2.48910  C10 1.090
27 H -1.19148 3.98285 -4.12630  C11 1.090
28 H -1.29195 3.88893 -5.84822  C11 1.090
29 H 0.26866 4.13335 -5.02876  C11 1.090
30 H 0.22482 1.49816 -1.91892  O8 0.960
31 C 0.30859 -0.16191 0.50873  O32 1.223, N33 1.265, N34 1.304
32 O 1.22311 0.44435 -0.03087  C31 1.223
33 N 0.20584 -1.41351 0.66429  C31 1.265, H35 1.010, H36 1.010
34 N -0.79867 0.46364 0.79866  C31 1.304, H37 1.010, H38 1.010
35 H 0.96094 -1.97305 0.29438  N33 1.010
36 H -0.76158 -1.70174 0.69773  N33 1.010
37 H -1.71302 0.06008 0.94425  N34 1.010
38 H -0.76769 1.46998 0.87876  N34 1.010
39 C 1.35889 -5.55392 0.26125  C40 1.591, H42 1.090, H43 1.090, H44 1.090
40 C 2.24002 -6.73890 0.85246  C39 1.591, O41 1.417, H45 1.090, H46 1.090
41 O 2.73937 -6.48372 2.15363  C40 1.417, H47 0.960
42 H 1.12364 -5.66709 -0.79703  C39 1.090
43 H 1.94687 -4.63726 0.30723  C39 1.090
44 H 0.40899 -5.45729 0.78706  C39 1.090
45 H 2.94812 -7.14085 0.12779  C40 1.090
46 H 1.47425 -7.47544 1.09578  C40 1.090
47 H 2.85793 -7.34229 2.56644  O41 0.960
48 C 4.86728 -3.87256 0.24667  C49 1.539, H51 1.090, H52 1.090, H53 1.090
49 C 5.24619 -2.47830 -0.28412  C48 1.539, O50 1.411, H54 1.090, H55 1.090
50 O 4.03811 -1.81592 -0.58685  C49 1.411, H56 0.960
51 H 4.58582 -4.60284 -0.51199  C48 1.090
52 H 3.99379 -3.89610 0.89827  C48 1.090
53 H 5.59777 -4.33125 0.91308  C48 1.090
54 H 5.87813 -2.53246 -1.17058  C49 1.090
55 H 5.71141 -1.87974 0.49908  C49 1.090
56 H 3.75755 -1.29592 0.16977  O50 0.960
57 C -4.31501 -0.04437 4.07318  C58 1.521, H60 1.090, H61 1.090, H62 1.090
58 C -3.49701 0.82233 3.12840  C57 1.521, O59 1.441, H63 1.090, H64 1.090
59 O -4.10972 0.89127 1.82625  C58 1.441, H65 0.960
60 H -4.30687 -1.05998 3.67747  C57 1.090
61 H -5.36380 0.18127 4.26613  C57 1.090
62 H -3.83626 -0.21922 5.03669  C57 1.090
63 H -2.44360 0.57894 2.98988  C58 1.090
64 H -3.40473 1.82561 3.54434  C58 1.090
65 H -3.48602 1.46499 1.37520  O59 0.960
66 C 1.91089 -3.36589 3.85569  C67 1.533, H69 1.090, H70 1.090, H71 1.090
67 C 0.85810 -4.15267 4.64562  C66 1.533, O68 1.444, H72 1.090, H73 1.090
68 O 0.89686 -5.50006 4.12643  C67 1.444, H74 0.960
69 H 1.66342 -3.17471 2.81150  C66 1.090
70 H 2.95213 -3.68355 3.80088  C66 1.090
71 H 2.01682 -2.40572 4.36062  C66 1.090
72 H -0.04146 -3.55504 4.49820  C67 1.090
73 H 1.05814 -4.23643 5.71381  C67 1.090
74 H 1.41642 -5.54601 3.32048  O68 0.960
75 C -4.64885 4.26821 0.24014  C76 1.481, H78 1.090, H79 1.090, H80 1.090
76 C -3.43739 4.02301 1.05667  C75 1.481, O77 1.385, H81 1.090, H82 1.090
77 O -2.64713 3.01511 0.53004  C76 1.385, H83 0.960
78 H -4.34534 4.62064 -0.74564  C75 1.090
79 H -5.27943 5.05926 0.64601  C75 1.090
80 H -5.21008 3.34373 0.10433  C75 1.090
81 H -3.67011 3.78047 2.09355  C76 1.090
82 H -2.76098 4.87769 1.06653  C76 1.090
83 H -1.76413 3.36485 0.67004  O77 0.960
84 C -2.68783 -4.52624 0.12150  C85 1.517, H87 1.090, H88 1.090, H89 1.090
85 C -2.86988 -3.14041 -0.46907  C84 1.517, O86 1.406, H90 1.090, H91 1.090
86 O -3.01805 -2.09763 0.46158  C85 1.406, H92 0.960
87 H -3.49514 -5.16329 -0.23976  C84 1.090
88 H -2.75606 -4.49347 1.20887  C84 1.090
89 H -1.69813 -4.94509 -0.06059  C84 1.090
90 H -3.59247 -3.20051 -1.28292  C85 1.090
91 H -1.89149 -3.00197 -0.92917  C85 1.090
92 H -3.89252 -2.15428 0.85361  O86 0.960
93 C 5.33334 -0.42587 2.92905  C94 1.526, H96 1.090, H97 1.090, H98 1.090
94 C 3.95028 0.20230 2.78264  C93 1.526, O95 1.398, H99 1.090, H100 1.090
95 O 3.30084 -0.46757 1.74099  C94 1.398, H101 0.960
96 H 5.84504 -0.42523 1.96661  C93 1.090
97 H 5.41987 -1.48843 3.15616  C93 1.090
98 H 5.95598 0.09125 3.65911  C93 1.090
99 H 4.18311 1.19250 2.39097  C94 1.090
100 H 3.41188 -0.03339 3.70062  C94 1.090
101 H 2.78581 0.27630 1.42006  O95 0.960
102 C 2.06329 4.61636 -0.34375  C103 1.560, H105 1.090, H106 1.090, H107 1.090
103 C 2.94134 3.89924 -1.41570  C102 1.560, O104 1.417, H108 1.090, H109 1.090
104 O 3.44472 2.74584 -0.76515  C103 1.417, H110 0.960
105 H 2.48003 4.83635 0.63912  C102 1.090
106 H 1.19336 4.02493 -0.05822  C102 1.090
107 H 1.71413 5.53417 -0.81681  C102 1.090
108 H 3.64899 4.60339 -1.85329  C103 1.090
109 H 2.46655 3.53452 -2.32656  C103 1.090
110 H 2.75488 2.08998 -0.64036  O104 0.960
111 C 0.19806 2.58322 3.71127  C112 1.570, H114 1.090, H115 1.090, H116 1.090
112 C 0.14752 4.01979 3.07983  C111 1.570, O113 1.354, H117 1.090, H118 1.090
113 O -0.44277 4.15911 1.86919  C112 1.354, H119 0.960
114 H 0.63786 1.79323 3.10252  C111 1.090
115 H -0.83533 2.23678 3.72484  C111 1.090
116 H 0.75546 2.42224 4.63403  C111 1.090
117 H 1.17379 4.38516 3.04303  C112 1.090
118 H -0.16756 4.77421 3.80070  C112 1.090
119 H -0.07704 4.99269 1.56424  O113 0.960

Properties
HOMO level (spin up / spin down) ... -11.188 / -11.188 eV
Gap between HOMO and LUMO (spin up / spin down) ... 9.27 / 4.46 eV
Spin multiplicity ... 2
Total charge ... +1
Energy ... -57264.288 eV
E_LUMO (spin up / spin down) ... -1.922 / -6.731 eV